Entry 1:
The following is a DFT calculation (the ωB97M-V functional and the def2-TZVPD basis) of a 7-piece molecular cluster, C4H22NO7 overall.

Summary:
Electronic energy = -20323.12484 eV
HOMO level = -13.52 eV
Frontier orbital gap = 11.161 eV
Energy above the lowest of the compared OMol25 structures with the same formula, charge and spin = 0.0 kcal/mol
F_max = 1.35 eV/A

```
! RIJCOSX wB97M-V def2-TZVPD def2/J DEFGRID3
* xyz 1 1
C -0.376 1.163 -2.419
C 0.417 1.071 -1.133
C 0.809 -0.369 -0.809
C 2.143 -0.489 -0.126
O 2.487 0.339 0.681
N -0.429 1.637 -0.011
H -0.654 2.192 -2.646
H -1.293 0.565 -2.379
H 0.203 0.809 -3.255
H 1.298 1.686 -1.189
H 0.789 -0.997 -1.693
H 0.060 -0.814 -0.171
H 2.784 -1.338 -0.390
H -1.251 1.029 0.160
H -0.811 2.527 -0.266
H 0.132 1.689 0.841
H -0.798 -2.181 2.066
H -0.983 -3.737 2.137
O -0.718 -3.022 1.547
H 1.324 2.133 3.167
H 1.655 1.225 1.929
O 0.941 1.652 2.438
H -2.683 -0.639 -0.007
H -3.735 0.506 -0.117
O -2.857 0.306 0.229
H -2.687 -2.862 -0.872
H -1.609 -2.508 0.162
O -2.088 -2.148 -0.618
H -0.336 -0.288 3.416
H -1.884 -0.361 3.173
O -1.020 -0.566 2.779
H 4.104 0.995 -1.630
H 3.700 0.211 -2.907
O 3.366 0.586 -2.086
*
```

Atomic partial charges in e from the Mulliken method, atoms 1 to 2: atom 1 (C): -1.63, atom 2 (C): 0.24

---

Entry 2:
The following is a DFT calculation (the ωB97M-V functional and the def2-TZVPD basis) of C22H46EuN3OP2Se as an isolated structure.

Summary:
Electronic energy = -133324.35601 eV
HOMO level (spin up / spin down) = -9.35 / -9.36 eV
Frontier orbital gap (spin up / spin down) = 6.954 / 6.998 eV
Energy above the lowest of the compared OMol25 structures with the same formula, charge and spin = 10.9 kcal/mol
<S²> = 15.76
F_max = 4.10 eV/A

```
! RIJCOSX wB97M-V def2-TZVPD def2/J DEFGRID3
* xyz 1 8
Eu -1.020 -0.195 0.500
P 0.091 -2.233 -1.175
P 0.295 2.355 0.744
N 0.430 0.741 -1.767
C 0.928 -1.594 -2.674
H 1.845 -2.184 -2.826
H 0.268 -1.765 -3.539
C 1.313 -0.109 -2.609
H 2.349 -0.008 -2.232
H 1.314 0.307 -3.632
C 0.753 2.189 -1.993
H -0.176 2.662 -2.343
H 1.506 2.276 -2.792
C 1.300 2.839 -0.715
H 1.343 3.935 -0.811
H 2.319 2.461 -0.532
C 1.129 3.155 2.191
C 2.099 2.144 2.816
H 2.898 1.844 2.129
H 1.565 1.236 3.130
H 2.563 2.585 3.708
C -1.281 3.296 0.392
C -2.459 2.889 1.300
H -3.385 2.947 0.706
H -2.564 3.575 2.152
H -2.409 1.861 1.711
C -1.546 -2.857 -1.836
C -2.320 -3.650 -0.772
H -3.353 -3.785 -1.124
H -2.374 -3.143 0.205
H -1.899 -4.654 -0.617
C 1.075 -3.674 -0.589
C 0.653 -4.113 0.823
H 1.464 -4.725 1.246
H -0.255 -4.731 0.803
H 0.473 -3.278 1.518
C 1.544 -0.555 0.722
O 2.704 -0.607 0.736
C -1.036 4.811 0.372
H -0.004 5.099 0.611
H -1.263 5.212 -0.624
H -1.707 5.324 1.072
C -1.443 -3.602 -3.172
H -2.161 -4.430 -3.202
H -1.708 -2.928 -3.996
H -0.447 -4.014 -3.371
C 1.102 -4.860 -1.545
H 1.757 -5.628 -1.113
H 0.114 -5.316 -1.679
H 1.515 -4.602 -2.525
C 0.146 3.657 3.246
H -0.546 2.866 3.567
H 0.710 3.980 4.129
H -0.439 4.518 2.907
H 1.694 3.998 1.760
H 2.096 -3.255 -0.530
H -1.530 2.965 -0.633
H -2.092 -1.913 -2.027
H -0.656 0.649 -2.129
H -1.828 0.456 -2.040
C 1.220 -1.838 4.106
N 0.316 -0.822 4.619
C 0.587 0.044 5.667
C -0.518 0.815 5.836
N -1.449 0.416 4.896
C -2.783 0.975 4.777
C -0.954 -0.624 4.148
Se -1.869 -1.695 2.944
H 2.031 -1.974 4.829
H 1.645 -1.534 3.138
H 0.677 -2.781 3.970
H 1.511 0.008 6.212
H -0.735 1.584 6.563
H -3.348 0.807 5.705
H -2.720 2.057 4.591
H -3.309 0.492 3.946
*
```

Atomic partial charges in e from the Mulliken method, atoms 1 to 2: atom 1 (Eu): 0.56, atom 2 (P): 0.48

---

Entry 3:
The following is a DFT calculation (the ωB97M-V functional and the def2-TZVPD basis) of one molecule with the formula C6H12O.

Summary:
Electronic energy = -8462.41988 eV
HOMO level = -9.53 eV
Frontier orbital gap = 10.628 eV
Energy above the lowest of the compared OMol25 structures with the same formula, charge and spin = 44.6 kcal/mol
SMILES string = CCO[C@H]1C[C@H]1C
F_max = 0.67 eV/A

```
! RIJCOSX wB97M-V def2-TZVPD def2/J DEFGRID3
* xyz 0 1
C 2.647 0.161 -0.021
C 1.271 0.810 -0.027
O 0.467 0.524 1.112
C -0.259 -0.631 0.848
C -1.706 -0.850 1.107
C -1.166 -0.709 -0.338
C -1.700 0.562 -0.998
H 2.566 -0.922 0.135
H 3.310 0.572 0.744
H 3.104 0.319 -1.006
H 0.735 0.429 -0.900
H 1.326 1.898 -0.126
H 0.302 -1.557 1.005
H -2.368 -0.016 1.325
H -1.977 -1.742 1.674
H -0.963 -1.513 -1.049
H -1.227 0.826 -1.953
H -2.765 0.409 -1.196
H -1.598 1.430 -0.336
*
```

Atomic partial charges in e from the Mulliken method, atoms 1 to 2: atom 1 (C): -1.14, atom 2 (C): -0.09

---

Entry 4:
The following is a DFT calculation (the ωB97M-V functional and the def2-TZVPD basis) of a 11-piece molecular cluster, C25H74N2O11 overall.

Summary:
Electronic energy = -52625.38355 eV
HOMO level = -9.50 eV
Frontier orbital gap = 9.912 eV
Energy above the lowest of the compared OMol25 structures with the same formula, charge and spin = 0.0 kcal/mol
SMILES string = COC[C@H](C)N.COC[C@H](C)N.CC(C)O.CC(C)O.CC(C)O.CC(C)O.CO.CO.CO.CO.CO
F_max = 1.44 eV/A

```
! RIJCOSX wB97M-V def2-TZVPD def2/J DEFGRID3
* xyz 0 1
C 0.995 -2.155 6.359
C 0.838 -2.853 5.010
C 1.325 -2.035 3.815
O 1.583 -4.080 5.030
H 0.549 -1.160 6.357
H 2.052 -2.005 6.608
H 0.569 -2.801 7.127
H -0.211 -3.130 4.888
H 0.915 -1.024 3.755
H 1.040 -2.587 2.919
H 2.412 -1.960 3.854
H 2.395 -3.904 5.517
C 2.166 -0.021 -5.148
C 1.311 -1.257 -4.949
C 1.273 -1.739 -3.514
O -0.056 -0.966 -5.326
H 1.721 0.835 -4.633
H 2.265 0.225 -6.207
H 3.176 -0.144 -4.753
H 1.728 -2.047 -5.583
H 2.233 -2.123 -3.160
H 0.569 -2.566 -3.417
H 0.992 -0.931 -2.835
H -0.142 -1.193 -6.257
C 1.251 1.694 5.587
C 1.253 2.358 4.216
C 2.592 2.316 3.514
O 0.328 1.666 3.364
H 1.489 0.648 5.391
H 0.246 1.739 6.008
H 1.950 2.193 6.257
H 0.915 3.404 4.265
H 3.387 2.748 4.122
H 2.528 2.884 2.584
H 2.861 1.292 3.248
H -0.497 1.485 3.838
C -0.440 4.300 0.305
C 1.010 4.634 0.651
C 1.967 3.744 -0.114
O 1.275 5.989 0.261
H -1.134 4.912 0.893
H -0.665 3.268 0.588
H -0.675 4.526 -0.734
H 1.167 4.515 1.730
H 1.812 2.705 0.175
H 2.994 4.015 0.143
H 1.810 3.879 -1.184
H 0.756 6.584 0.808
C -1.765 -6.492 -1.824
C -1.887 -5.683 -0.524
C -0.831 -4.589 -0.488
O 0.440 -5.139 -0.679
C 1.449 -4.157 -0.494
N -3.226 -5.124 -0.322
H -0.883 -7.137 -1.794
H -1.700 -5.855 -2.709
H -2.611 -7.174 -1.946
H -1.635 -6.365 0.294
H -0.887 -4.086 0.487
H -1.096 -3.869 -1.279
H 2.357 -4.575 -0.921
H 1.602 -3.950 0.574
H 1.210 -3.190 -0.949
H -3.517 -4.625 -1.162
H -3.873 -5.909 -0.304
C -0.592 2.132 -2.368
C -1.738 1.858 -3.314
C -1.551 2.458 -4.703
O -1.335 3.846 -4.620
C -0.743 4.413 -5.767
N -1.980 0.399 -3.420
H 0.349 1.755 -2.789
H -0.721 1.669 -1.392
H -0.455 3.207 -2.246
H -2.673 2.280 -2.927
H -2.474 2.251 -5.265
H -0.675 1.988 -5.177
H -0.539 5.451 -5.514
H -1.426 4.368 -6.624
H 0.200 3.918 -6.026
H -1.210 -0.027 -3.943
H -2.803 0.263 -4.002
C 3.696 1.150 -1.787
O 3.756 0.127 -0.824
H 3.229 0.817 -2.720
H 3.179 2.040 -1.412
H 4.715 1.459 -2.026
H 2.838 -0.053 -0.565
C -3.030 1.767 0.853
O -2.985 2.458 2.125
H -2.866 2.510 0.078
H -2.247 1.005 0.834
H -4.001 1.269 0.785
H -2.570 1.863 2.757
C -2.355 -0.322 4.206
O -2.187 1.051 4.621
H -3.093 -0.405 3.400
H -1.412 -0.707 3.824
H -2.709 -0.911 5.053
H -2.860 1.252 5.274
C 0.825 0.396 0.766
O 1.007 -0.409 -0.402
H 0.317 -0.193 1.536
H 1.798 0.655 1.180
H 0.237 1.300 0.592
H 0.110 -0.648 -0.682
C -2.925 -1.501 -0.580
O -1.738 -0.752 -0.859
H -2.939 -2.398 -1.207
H -2.806 -1.807 0.458
H -3.822 -0.915 -0.785
H -1.821 -0.289 -1.728
*
```

Atomic partial charges in e from the Mulliken method, atoms 1 to 2: atom 1 (C): -1.32, atom 2 (C): 0.46

---

Q: Which value of energy above the lowest of the compared OMol25 structures with the same formula, charge and spin does entry 2 give?
A: 10.9 kcal/mol

---

Q: Which of these has the highest energy above the lowest of the compared OMol25 structures with the same formula, charge and spin?
A: C6H12O

---

Q: What is the F_max in the first record?
A: 1.35 eV/A